(1)
64
Properties=species:S:1:pos:R:3 method="wB97M-V/def2-TZVPD" multiplicity=2 orbital_gap_ev="6.31 / 6.60" s2=0.76 charge=+1
Ta 0.6399 0.7400 0.1988
C 1.3462 1.6147 4.6618
C 0.8004 1.5226 3.2827
N 1.2249 0.7155 2.3732
N 2.1260 -0.2653 2.7915
C 2.2247 -1.1369 1.8406
O 1.5768 -0.9523 0.6994
C 3.0792 -2.3251 1.9209
C 3.4979 -2.9362 0.7426
C 4.3343 -4.0395 0.8010
C 4.7425 -4.5331 2.0327
C 4.3287 -3.9182 3.2078
C 3.5025 -2.8095 3.1570
C -0.4142 2.2853 2.9104
C -0.9296 3.2925 3.7048
C -2.1536 3.8531 3.3607
C -2.8175 3.3551 2.2556
C -2.2166 2.3590 1.4997
N -1.0264 1.8454 1.7976
H 2.0658 0.8265 4.8456
H 1.8468 2.5801 4.7795
H 0.5425 1.5657 5.3963
H 3.1921 -2.5224 -0.2088
H 4.6725 -4.5082 -0.1135
H 5.3918 -5.3976 2.0802
H 4.6530 -4.3045 4.1648
H 3.1770 -2.3238 4.0672
H -0.3912 3.6290 4.5786
H -2.5829 4.6444 3.9596
H -3.7935 3.7217 1.9704
H -2.7270 1.9464 0.6379
C -0.4236 -4.3238 -1.6418
C 0.7102 -3.4396 -1.1788
O 0.9922 -2.3480 -2.0981
P 0.0062 -1.0929 -2.1337
S 2.2114 0.8399 -1.5952
S 1.0564 0.2954 -3.2840
O -1.0572 -1.6691 -3.1943
C -2.3949 -1.2437 -3.5369
C -2.9282 -2.2480 -4.5263
H -0.4902 -5.1879 -0.9791
H -0.2503 -4.6779 -2.6574
H -1.3844 -3.8100 -1.6204
H 1.6400 -3.9998 -1.1397
H 0.5271 -3.0214 -0.1865
H -2.3425 -0.2440 -3.9652
H -2.9952 -1.1919 -2.6340
H -2.3080 -2.2845 -5.4212
H -3.9418 -1.9702 -4.8196
H -2.9613 -3.2452 -4.0878
C -3.2799 3.2252 -3.2981
N -2.1246 3.2155 -2.4004
C -1.4071 4.3360 -2.1465
C -0.3591 4.3545 -1.2907
C -0.0199 3.1129 -0.7024
O 0.9023 2.9077 0.1602
N -0.6936 1.9928 -1.0126
C -1.8243 2.0001 -1.7736
O -2.5484 1.0358 -1.9156
H -3.3980 4.2296 -3.6944
H -4.1749 2.9294 -2.7561
H -3.1199 2.5254 -4.1147
H -1.7349 5.2238 -2.6704
H 0.2036 5.2494 -1.0811

(2)
83
Properties=species:S:1:pos:R:3 method="wB97M-V/def2-TZVPD" multiplicity=2 orbital_gap_ev="7.02 / 6.58" s2=0.76 charge=0
V 0.1009 0.2765 0.4934
N -1.6048 0.5710 -0.6899
C -2.8018 0.2386 0.0788
C -2.4617 0.3188 1.5664
N -1.2460 -0.4437 1.8488
C -1.4895 -1.8886 1.7380
C -0.3344 -2.5940 1.0178
N 0.1509 -1.7082 -0.0328
C -0.6814 -0.0716 3.1419
C 0.7766 -0.5069 3.2546
N 1.4934 0.0745 2.1238
H -1.5760 1.5734 -0.8666
H -1.6011 0.0872 -1.5940
H -3.1352 -0.7675 -0.1879
H -3.6321 0.9288 -0.1200
H -3.3149 -0.0226 2.1737
H -2.2526 1.3656 1.7999
H -2.3886 -2.0554 1.1445
H -1.6664 -2.3404 2.7232
H -0.6937 -3.5500 0.6130
H 0.4924 -2.8234 1.6982
H -0.4531 -1.7863 -0.8719
H 1.0590 -2.0337 -0.3541
H -1.2671 -0.4813 3.9784
H -0.6916 1.0197 3.2077
H 0.8601 -1.5955 3.2436
H 1.1739 -0.1549 4.2164
H 2.4254 -0.3251 2.0244
H 1.6229 1.0746 2.3489
O 1.3878 2.8059 2.3508
C 0.9742 2.8741 1.1857
O -0.1050 2.3732 0.7675
C 1.8616 3.5222 0.1459
C 2.3599 4.8120 0.2676
C 3.1834 5.3302 -0.7161
C 3.5457 4.5519 -1.8054
C 3.0912 3.2513 -1.9106
C 2.2345 2.7343 -0.9413
P 1.6273 1.0152 -1.0892
C 3.2053 0.0937 -1.0651
C 4.2621 0.6101 -0.3135
C 5.4065 -0.1370 -0.1033
C 5.5051 -1.4230 -0.6086
C 4.4519 -1.9553 -1.3336
C 3.3072 -1.2094 -1.5532
C 0.9993 1.1407 -2.7964
C 0.0716 2.1723 -2.9566
C -0.5631 2.3671 -4.1650
C -0.2936 1.5193 -5.2277
C 0.6199 0.4933 -5.0748
C 1.2697 0.3008 -3.8665
H 2.1033 5.4039 1.1328
H 3.5428 6.3449 -0.6286
H 4.1910 4.9640 -2.5665
H 3.3930 2.6282 -2.7424
H 4.1876 1.6039 0.1113
H 6.2287 0.2877 0.4546
H 6.3972 -2.0042 -0.4332
H 4.5197 -2.9567 -1.7313
H 2.4887 -1.6459 -2.1079
H -0.1329 2.8311 -2.1200
H -1.2650 3.1798 -4.2789
H -0.8010 1.6622 -6.1692
H 0.8199 -0.1751 -5.8981
H 1.9753 -0.5084 -3.7766
S -6.5263 -3.3022 -1.9552
C -5.0380 -2.9975 -2.5762
S -3.5908 -2.8641 -1.5892
C -2.6920 -2.2846 -3.0590
N -3.4402 -2.3035 -4.0969
N -4.7076 -2.7129 -3.8586
C -5.5981 -2.6861 -4.9475
C -5.3793 -1.7529 -5.9577
C -6.2545 -1.6753 -7.0235
C -7.3483 -2.5227 -7.0902
C -7.5432 -3.4729 -6.1018
C -6.6692 -3.5670 -5.0348
S -1.1074 -1.7777 -2.9677
H -4.5260 -1.0966 -5.8926
H -6.0912 -0.9403 -7.7987
H -8.0424 -2.4439 -7.9139
H -8.3842 -4.1484 -6.1522
H -6.8247 -4.3137 -4.2749

(3)
81
Properties=species:S:1:pos:R:3 method="wB97M-V/def2-TZVPD" orbital_gap_ev=5.04 charge=-9
K -2.9904 2.9308 -0.9479
K 1.9812 1.7896 3.5280
K 2.1383 2.2435 -3.1236
K -1.7689 -2.1413 2.9497
K 3.3990 -1.6483 0.2743
K -2.0317 -2.2064 -3.0049
Cl -5.6579 0.0487 -2.5160
O -4.5787 0.4481 -1.6760
O -6.8984 -0.0381 -1.8088
O -5.8492 1.0116 -3.5889
O -5.3312 -1.3006 -2.9923
Cl 1.0555 0.9563 6.9121
O 0.9791 0.0611 5.8262
O 1.7282 0.2125 7.9461
O 1.9176 2.0689 6.7064
O -0.1846 1.5046 7.3672
Cl -4.2823 -3.8882 0.4728
O -4.4687 -5.1293 1.2318
O -3.1007 -3.9328 -0.3400
O -5.4315 -3.7147 -0.3726
O -4.2173 -2.8520 1.4631
Cl 5.2291 -1.3192 3.5868
O 6.0597 -0.2732 4.1439
O 5.1910 -2.6013 4.2999
O 3.9248 -0.8076 3.3583
O 5.7809 -1.5661 2.2802
Cl 4.2859 -5.0577 -2.4074
O 3.6544 -3.9181 -1.8508
O 3.4516 -6.1706 -2.2336
O 4.4194 -4.8713 -3.8178
O 5.5944 -5.2239 -1.7899
Cl -2.7041 6.8812 -0.1065
O -2.1056 5.6185 -0.0403
O -4.0084 6.7956 0.5092
O -1.9137 7.8374 0.5223
O -2.8820 7.3591 -1.4704
Cl -5.5942 -0.6047 4.4306
O -5.0476 -0.0498 3.2354
O -4.6558 -1.5303 4.9553
O -5.8134 0.4936 5.3366
O -6.7560 -1.4158 4.1190
Cl -0.6047 5.0104 -3.5906
O -2.0427 5.1377 -3.8218
O 0.1828 5.0625 -4.7699
O -0.0978 6.0145 -2.6260
O -0.5008 3.7083 -2.9908
Cl 0.3841 -4.4404 -5.2173
O 0.4592 -3.2800 -4.3883
O -0.7189 -4.1882 -6.1611
O 1.6469 -4.5348 -5.8596
O 0.2632 -5.5875 -4.3218
Cl -0.0403 -0.0558 -0.1097
O -1.4633 -0.4136 -0.0709
O 0.3616 0.0432 1.3233
O 0.6610 -1.0032 -0.9127
O 0.0495 1.2207 -0.7068
Cl 6.0387 -0.0335 -2.1885
O 6.1848 -0.8289 -1.0075
O 4.6501 0.0067 -2.5179
O 6.5826 1.2470 -2.0715
O 6.6209 -0.6141 -3.2906
Cl -2.0231 0.7043 -5.3092
O -2.6903 1.6831 -4.4868
O -2.6994 -0.5245 -5.2292
O -1.8518 1.1077 -6.6906
O -0.7492 0.4273 -4.7629
Cl 3.8427 2.9705 0.5533
O 3.4725 1.5940 0.7203
O 2.7973 3.6501 1.1682
O 5.0990 3.2379 1.1804
O 3.9250 3.4101 -0.8252
Cl 1.7428 -4.3502 2.5517
O 1.3958 -3.0041 3.0452
O 1.6183 -4.2783 1.1506
O 3.1123 -4.6316 2.8486
O 0.8525 -5.3621 3.1085
Cl -1.8274 2.9403 2.9819
O -2.2822 4.0929 3.7718
O -1.4290 1.8891 3.8310
O -2.7892 2.5833 2.0277
O -0.6518 3.3895 2.2968

(4)
103
Properties=species:S:1:pos:R:3 method="wB97M-V/def2-TZVPD" multiplicity=2 orbital_gap_ev="6.01 / 6.16" s2=1.19 charge=0
Pt -0.6956 -1.1913 0.8936
C -5.4144 1.3529 1.5394
C -5.0733 -0.0813 1.6197
N -5.8819 -1.0720 1.8337
N -5.1154 -2.1832 1.7565
C -3.8197 -1.8929 1.4873
S -2.5992 -3.0058 1.2667
N -3.7917 -0.5293 1.4307
N -2.7076 0.2400 1.0696
H -6.4888 1.4696 1.6196
H -5.0793 1.7488 0.5806
H -4.9246 1.9166 2.3332
H -5.5242 -3.1030 1.8049
H -2.7292 1.1208 1.5801
H -2.8488 0.4432 -0.0159
C -1.6975 3.2785 3.9251
C -2.6336 2.3114 4.2598
C -2.2915 0.9747 4.1895
C -1.0133 0.5902 3.7837
C -0.0807 1.5634 3.4516
C -0.4247 2.9023 3.5267
P -0.7065 -1.2159 3.7675
C -0.4901 -1.3825 5.5955
C 0.0477 -0.3571 6.3672
C 0.2797 -0.5482 7.7157
C -0.0267 -1.7607 8.3108
C -0.5705 -2.7828 7.5509
C -0.8017 -2.5946 6.1985
C 1.0297 -1.3706 3.2191
C 2.1652 -1.4019 4.0209
C 3.3937 -1.6840 3.4507
C 3.4755 -1.9586 2.0962
C 2.3420 -1.9069 1.2965
C 1.0984 -1.5964 1.8335
H -1.9625 4.3236 3.9807
H -3.6239 2.6020 4.5891
H -3.0132 0.2096 4.4546
H 0.9140 1.2677 3.1483
H 0.3082 3.6583 3.2866
H 0.2903 0.5917 5.9105
H 0.7064 0.2522 8.3026
H 0.1530 -1.9050 9.3663
H -0.8110 -3.7287 8.0155
H -1.2229 -3.3925 5.6012
H 2.0931 -1.2035 5.0824
H 4.2826 -1.7138 4.0671
H 4.4261 -2.2162 1.6512
H 2.4569 -2.1447 0.2430
C 7.0195 -1.2058 -3.8913
C 5.5945 -1.0742 -3.4426
C 5.2186 -0.1416 -2.4889
C 3.9055 -0.0324 -2.0553
C 3.5578 0.9636 -0.9933
C 2.9274 -0.8692 -2.5935
Te 0.8789 -0.8550 -1.6778
N -1.3563 -0.9225 -1.3048
C -2.3903 -0.4523 -1.9193
O -3.2338 0.3508 -1.4069
C -2.6596 -0.8829 -3.3346
C -3.8868 -0.5644 -3.9073
C -4.1493 -0.9045 -5.2216
C -3.1845 -1.5443 -5.9854
C -1.9725 -1.8903 -5.4087
C -1.7258 -1.5818 -4.0847
C 0.5320 1.1699 -2.2220
C 0.5316 1.5447 -3.5637
C 0.8022 0.5863 -4.6792
C 0.2912 2.8709 -3.9046
C 0.0401 3.8345 -2.9466
C -0.1950 5.2699 -3.3054
C 0.0209 3.4370 -1.6192
C 0.2639 2.1256 -1.2397
C 0.2848 1.8370 0.2279
C 3.2915 -1.8196 -3.5436
C 2.2969 -2.7720 -4.1393
C 4.6130 -1.9065 -3.9625
H 7.6750 -0.5749 -3.2955
H 7.1155 -0.9160 -4.9374
H 7.3528 -2.2387 -3.8016
H 5.9691 0.5063 -2.0528
H 4.4568 1.3454 -0.5161
H 2.9309 0.4892 -0.2348
H 3.0122 1.8057 -1.4196
H -4.6307 -0.0535 -3.3129
H -5.1094 -0.6512 -5.6498
H -3.3778 -1.7748 -7.0236
H -1.2103 -2.3974 -5.9837
H -0.7980 -1.8892 -3.6196
H 0.7724 -0.4389 -4.3161
H 1.7887 0.7794 -5.1022
H 0.0588 0.7060 -5.4665
H 0.3080 3.1435 -4.9514
H -0.1277 5.4196 -4.3799
H 0.5432 5.9056 -2.8161
H -1.1822 5.5868 -2.9706
H -0.1726 4.1749 -0.8545
H -0.3348 2.5586 0.7567
H 1.3029 1.9257 0.6122
H -0.0879 0.8227 0.4683
H 1.4057 -2.8399 -3.5131
H 2.7352 -3.7628 -4.2323
H 2.0039 -2.4440 -5.1368
H 4.8844 -2.6529 -4.6967

(5)
88
Properties=species:S:1:pos:R:3 method="wB97M-V/def2-TZVPD" multiplicity=2 orbital_gap_ev="5.45 / 6.08" s2=0.77 charge=+2
V 0.7429 0.5477 0.9713
N 2.7668 0.7215 -0.0650
C 3.2634 1.9418 -0.7480
C 3.1791 3.1719 0.1344
C 1.7579 3.6102 0.4216
N 1.0826 2.6636 1.3590
H 3.4775 0.3967 0.5874
H 2.6587 -0.0257 -0.7584
H 2.6495 2.0841 -1.6359
H 4.2868 1.7878 -1.0890
H 3.6920 3.9950 -0.3650
H 3.7212 3.0051 1.0732
H 1.1908 3.6430 -0.5007
H 1.7358 4.6067 0.8598
H 0.1685 3.0394 1.6142
H 1.5962 2.7108 2.2399
N 2.6915 -2.5577 1.8990
N 1.3853 -3.0517 1.7351
C 0.4559 -2.4297 0.9850
O -0.5777 -2.8773 0.6120
O 0.8112 -1.0943 0.6671
H 3.3054 -3.0108 1.2271
H 3.0067 -2.8168 2.8275
H 1.1866 -4.0308 1.9005
C -1.9951 2.5546 -0.3857
As -0.6557 1.3407 -1.1126
C -0.0403 2.5474 -2.5080
C -1.8662 0.0927 -2.0162
C -1.4851 -0.9068 -3.1221
C -0.9014 -0.1843 -4.3412
C -0.5276 -2.0036 -2.6478
As 1.4007 -1.5982 -2.6485
C 1.9015 -1.9538 -4.4961
C 1.9301 -3.3364 -1.9193
C -2.8215 -1.5412 -3.6033
As -4.0134 -2.8461 -2.6669
C -3.8161 -2.5046 -0.7381
C -2.9101 -4.4671 -2.7195
H -2.6852 2.8134 -1.1879
H -1.5100 3.4718 -0.0494
H -2.5365 2.1044 0.4391
H -0.8131 2.5323 -3.2722
H 0.9035 2.2496 -2.9529
H 0.0348 3.5557 -2.1116
H -2.6105 0.7809 -2.4241
H -2.3398 -0.4238 -1.1919
H 0.0282 0.3382 -4.1207
H -1.6112 0.5401 -4.7486
H -0.6893 -0.9064 -5.1309
H -0.6357 -2.8777 -3.2916
H -0.7723 -2.3197 -1.6331
H 1.3344 -2.8042 -4.8760
H 2.9624 -2.2040 -4.5061
H 1.7420 -1.0902 -5.1362
H 1.6934 -4.1165 -2.6420
H 1.3915 -3.5458 -0.9937
H 3.0025 -3.3492 -1.7294
H -2.6034 -2.0846 -4.5288
H -3.4962 -0.7355 -3.9040
H -4.2389 -1.5325 -0.4788
H -2.7958 -2.5950 -0.3669
H -4.4228 -3.2657 -0.2460
H -2.5888 -4.6488 -3.7458
H -3.5449 -5.2990 -2.4166
H -2.0422 -4.4329 -2.0657
N 1.6760 0.2673 2.9138
C 1.4479 1.3304 3.8788
C 2.5341 1.9444 4.4762
C 2.3245 3.0178 5.3337
C 1.0315 3.4574 5.5733
C -0.0448 2.8263 4.9618
C 0.1380 1.7484 4.0982
C -1.0083 1.0504 3.4485
C -2.1894 0.9002 4.1761
C -3.2780 0.2251 3.6472
C -3.2001 -0.3334 2.3792
C -2.0354 -0.1878 1.6439
C -0.9290 0.5134 2.1450
H 2.6652 0.0362 2.8494
H 1.2094 -0.5887 3.2145
H 3.5395 1.5804 4.2910
H 3.1673 3.4989 5.8119
H 0.8578 4.2957 6.2349
H -1.0482 3.1909 5.1439
H -2.2464 1.2849 5.1872
H -4.1794 0.1161 4.2361
H -4.0334 -0.8895 1.9680
H -1.9896 -0.6637 0.6728